(1)
Below is a 2-piece molecular cluster, C5H14NO8PS overall in a non-equilibrium geometry, with properties calculated with ωB97M-V/def2-TZVPD.

Properties
- lowest unoccupied orbital energy (eV) = 0.041
- SMILES string = O=C(O)NCP(=O)(O)O.CCOS(C)(=O)=O
- maximum force (hartree/bohr) = 0.186
- orbital gap (eV) = 10.460

Structure (XYZ):
```
30
Properties=species:S:1:pos:R:3:mulliken_charge:R:1
O 2.40 0.50 -4.62 -0.520
C 1.47 0.51 -3.63 0.446
O 1.15 1.87 -3.08 -0.415
N 0.75 -0.74 -3.16 -0.318
C -0.45 -0.43 -2.29 -0.249
P -1.93 0.36 -3.20 0.966
O -1.56 1.24 -4.46 -0.618
O -2.95 -0.97 -3.75 -0.532
O -2.82 1.32 -2.01 -0.548
H 1.55 1.97 -2.17 0.333
H 1.45 -1.20 -2.49 0.332
H -0.15 0.19 -1.34 0.155
H -0.83 -1.48 -1.88 0.302
H -3.72 -0.52 -4.21 0.330
H -2.99 2.25 -2.37 0.349
C 1.22 1.80 3.29 -0.963
C 1.01 0.57 4.15 -0.327
O 0.14 -0.37 3.53 -0.282
S 0.71 -1.28 2.31 1.144
C -0.64 -2.43 2.23 -0.968
O 1.89 -1.98 2.76 -0.636
O 0.70 -0.49 1.09 -0.519
H 1.76 1.55 2.37 0.267
H 1.79 2.56 3.83 0.386
H 0.25 2.22 2.99 0.262
H 1.96 0.09 4.41 0.319
H 0.54 0.87 5.09 0.270
H -0.67 -3.00 3.15 0.344
H -0.46 -3.09 1.38 0.366
H -1.57 -1.87 2.08 0.324
```

(2)
Below is a 2-piece molecular cluster, C5H14NOS overall in a non-equilibrium geometry, with properties calculated with ωB97M-V/def2-TZVPD.

Properties
- energy relative to the best compared isomer or geometry (same formula, charge and spin) (kcal/mol) = 21.7
- lowest unoccupied orbital energy (eV) = 3.185
- total charge = -1
- maximum force (hartree/bohr) = 0.028
- orbital gap (eV) = 5.561

Structure (XYZ):
```
22
Properties=species:S:1:pos:R:3:mulliken_charge:R:1
C 1.06 -1.74 -1.46 -0.579
N 0.22 -0.94 -0.64 -0.296
C -0.87 -1.67 0.00 -0.635
C -1.68 -0.69 0.86 -0.800
S -0.77 -0.21 2.37 -0.691
C 2.51 -1.23 -1.65 -0.434
C 2.54 0.29 -1.85 -1.076
H 0.69 -1.80 -2.49 0.194
H 1.08 -2.79 -1.13 0.334
H 0.74 -0.46 0.09 0.214
H -0.46 -2.37 0.73 0.342
H -1.53 -2.11 -0.76 0.400
H -1.99 0.19 0.27 0.244
H -2.62 -1.19 1.16 0.255
H 2.87 -1.72 -2.56 0.294
H 3.22 -1.44 -0.85 0.307
H 2.11 0.62 -2.81 0.275
H 1.90 0.78 -1.13 0.314
H 3.50 0.78 -1.70 0.339
H -1.44 5.92 0.25 0.310
H -1.57 4.46 -0.12 0.329
O -2.05 5.17 0.33 -0.639
```

(3)
Below is a 2-piece molecular cluster, C5H14NP overall in a non-equilibrium geometry, with properties calculated with ωB97M-V/def2-TZVPD.

Properties
- energy relative to the best compared isomer or geometry (same formula, charge and spin) (kcal/mol) = 89.6
- lowest unoccupied orbital energy (alpha / beta) (eV) = 0.202 / 0.200
- maximum force (hartree/bohr) = 0.099
- orbital gap (alpha / beta) (eV) = 8.158 / 8.153

Structure (XYZ):
```
21
Properties=species:S:1:pos:R:3:mulliken_charge:R:1
C -0.08 -0.30 -1.96 -1.413
C -2.00 1.25 -1.29 -1.349
C 0.85 -1.57 2.21 -0.933
C -0.76 0.05 0.36 -1.123
C -0.61 0.74 -0.93 0.964
N 1.20 -0.93 1.02 -0.289
P 2.44 0.23 1.10 -0.133
H 0.75 -0.99 -1.54 0.306
H -0.95 -1.01 -2.16 0.333
H 0.22 0.19 -2.82 0.409
H -1.95 2.09 -2.01 0.339
H -2.59 1.45 -0.38 0.386
H -2.52 0.59 -2.04 0.316
H 1.77 -1.94 2.60 0.404
H 0.34 -0.97 2.98 0.324
H 0.03 -2.30 2.01 0.284
H -0.63 0.53 1.32 0.393
H -1.15 -0.88 0.52 0.402
H -0.06 1.66 -0.67 0.313
H 3.42 -0.77 1.12 0.046
H 2.50 0.39 2.47 0.020
```

(4)
Below is C5H14NS2 as an isolated structure in a non-equilibrium geometry, with properties calculated with ωB97M-V/def2-TZVPD.

Properties
- energy relative to the best compared isomer or geometry (same formula, charge and spin) (kcal/mol) = 80.9
- lowest unoccupied orbital energy (alpha / beta) (eV) = -4.468 / -4.468
- total charge = +1
- maximum force (hartree/bohr) = 0.117
- orbital gap (alpha / beta) (eV) = 8.604 / 8.605

Structure (XYZ):
```
22
Properties=species:S:1:pos:R:3:mulliken_charge:R:1
C -2.04 0.97 -0.73 -1.203
C 1.34 -1.72 0.62 -0.911
C 0.72 -0.63 -1.52 -0.834
C -0.66 1.49 -0.28 -1.016
C 0.12 0.54 0.55 0.183
N 0.47 -0.77 -0.08 -0.101
S -1.33 -0.36 2.21 -0.095
S 1.61 1.16 1.29 -0.065
H -2.27 1.27 -1.70 0.406
H -1.94 -0.16 -0.70 0.316
H -2.84 1.43 0.03 0.322
H 1.25 -2.76 0.37 0.344
H 2.35 -1.43 0.46 0.408
H 1.13 -1.66 1.70 0.281
H 1.73 -0.11 -1.59 0.378
H 0.74 -1.54 -2.04 0.404
H -0.05 0.06 -2.07 0.280
H -0.72 2.33 0.44 0.443
H 0.09 1.71 -1.06 0.548
H -0.50 -1.33 0.00 0.546
H -0.43 -0.96 3.06 0.148
H 1.22 2.48 1.04 0.220
```